DFT (ωB97M-V with the def2-TZVPD basis set) results for a structure of composition C3H3CuO at a distorted geometry.

Output
**Charge**: +1
**ΔE to the lowest compared entry with this formula, charge and spin**: 0.0000 eV
**Strongest force on any atom**: 5.15 eV/A
**2S+1**: 2
**Frontier orbital gap (spin up / spin down)**: 8.80 / 8.06 eV

Last column: Mulliken charge in e.
Positions of all 8 atoms, in Å:
C 0.819 -0.871 -0.285  -0.22
C -0.386 -1.220 -0.021  -0.24
H 1.861 -1.102 -0.479  0.38
H -1.160 -1.957 0.163  0.38
C -0.204 0.484 -0.193  0.07
O -0.436 1.187 0.929  -0.81
Cu 0.252 2.737 1.007  0.99
H -0.746 0.742 -1.121  0.43

***

DFT (ωB97M-V with the def2-TZVPD basis set) results for a structure of composition C20H45CuNO8PSSi.

Output
**Charge**: +1
**ΔE to the lowest compared entry with this formula, charge and spin**: 0.7019 eV
**Strongest force on any atom**: 0.83 eV/A
**2S+1**: 2
**Frontier orbital gap (spin up / spin down)**: 6.95 / 6.48 eV

Last column: Mulliken charge in e.
Positions of all 78 atoms, in Å:
Cu -1.447 0.737 -0.482  -0.43
C 1.301 -0.216 -2.170  -1.62
C 1.524 -0.061 -0.678  1.68
C 1.294 -1.350 0.079  -1.21
C 2.893 0.515 -0.357  -1.57
O 0.492 0.890 -0.177  2.17
Si 0.586 2.579 -0.013  -0.13
S -1.512 2.834 0.091  -0.65
O 1.277 3.100 -1.370  -0.20
C 1.775 4.424 -1.722  1.57
C 1.742 4.478 -3.238  -1.74
C 0.866 5.483 -1.116  -1.45
C 3.196 4.544 -1.194  -1.46
O 1.446 3.033 1.263  0.06
C 1.268 2.961 2.703  1.68
C 2.662 3.111 3.286  -1.77
C 0.370 4.111 3.127  -1.62
C 0.663 1.616 3.079  -1.52
H 2.042 -0.901 -2.585  0.53
H 1.399 0.747 -2.673  0.13
H 0.314 -0.639 -2.374  0.09
H 2.033 -2.090 -0.227  0.51
H 0.307 -1.762 -0.119  -0.13
H 1.400 -1.186 1.153  0.24
H 3.653 -0.197 -0.680  0.56
H 3.006 0.673 0.716  0.29
H 3.064 1.457 -0.877  0.22
H 0.720 4.362 -3.601  0.37
H 2.357 3.682 -3.659  0.35
H 2.129 5.434 -3.590  0.43
H -0.160 5.354 -1.464  0.33
H 1.203 6.478 -1.409  0.53
H 0.884 5.435 -0.024  0.18
H 3.830 3.771 -1.631  0.34
H 3.213 4.441 -0.109  0.11
H 3.614 5.516 -1.459  0.52
H 3.103 4.057 2.973  0.37
H 3.308 2.298 2.950  0.36
H 2.620 3.092 4.376  0.43
H 0.801 5.062 2.814  0.35
H 0.264 4.124 4.213  0.47
H -0.624 4.012 2.688  0.28
H 1.293 0.798 2.725  0.23
H -0.338 1.507 2.655  0.16
H 0.580 1.538 4.164  0.68
O -4.697 -0.442 -1.701  0.03
N -3.845 0.132 -1.340  0.55
C 0.237 -4.586 -1.288  -1.22
C -1.027 -4.398 -2.104  1.65
C -2.135 -5.338 -1.666  -1.52
C -0.760 -4.506 -3.591  -1.71
O -1.451 -2.978 -1.919  -0.06
P -2.473 -2.438 -0.878  0.53
O -3.896 -2.762 -1.013  -0.93
O -2.299 -0.847 -1.112  -0.82
O -1.803 -2.719 0.511  0.47
C -2.472 -2.678 1.837  1.67
C -1.319 -2.721 2.819  -1.45
C -3.363 -3.899 1.957  -1.81
C -3.258 -1.384 1.974  -1.20
H 0.613 -5.599 -1.432  0.55
H 0.043 -4.436 -0.226  0.09
H 1.006 -3.885 -1.612  0.22
H -1.829 -6.362 -1.877  0.53
H -3.061 -5.134 -2.201  0.39
H -2.326 -5.263 -0.594  0.16
H -0.391 -5.504 -3.825  0.43
H -0.009 -3.778 -3.898  0.34
H -1.674 -4.331 -4.158  0.40
H -0.719 -3.618 2.664  0.38
H -1.705 -2.736 3.839  0.47
H -0.679 -1.845 2.703  0.11
H -2.773 -4.809 1.848  0.34
H -4.147 -3.887 1.201  0.35
H -3.828 -3.914 2.944  0.50
H -2.609 -0.516 1.823  0.04
H -3.666 -1.315 2.982  0.53
H -4.095 -1.356 1.275  0.28

***

DFT (ωB97M-V with the def2-TZVPD basis set) results for a structure of composition C5H12F7MgNO7S2V at a distorted geometry.

Output
**Charge**: +2
**ΔE to the lowest compared entry with this formula, charge and spin**: 1.6295 eV
**Strongest force on any atom**: 5.39 eV/A
**2S+1**: 4
**Frontier orbital gap (spin up / spin down)**: 6.35 / 6.71 eV

Last column: Mulliken charge in e.
Positions of all 36 atoms, in Å:
Mg 0.666 0.241 1.452  1.43
V -3.072 1.751 2.021  1.49
C -0.652 -1.853 -1.989  0.67
F -1.276 -1.776 -3.125  -0.17
F -1.402 -2.386 -1.033  -0.22
F 0.393 -2.640 -2.101  -0.17
S -0.222 -0.044 -1.484  0.81
O 0.129 0.750 -2.622  -0.58
O -1.447 0.316 -0.778  -1.05
N 1.091 -0.149 -0.300  -0.52
S 2.471 -0.106 -1.177  0.93
O 2.540 -0.978 -2.312  -0.55
O 2.928 1.268 -1.301  -0.61
C 3.612 -0.924 0.093  0.62
F 4.761 -1.154 -0.465  -0.17
F 3.712 -0.197 1.204  -0.22
F 3.041 -2.096 0.423  -0.22
F -1.115 0.958 1.743  -0.36
C 0.064 -3.147 1.819  -0.74
O -0.316 -1.754 1.819  -0.13
H -0.628 -3.748 2.407  0.35
H 0.161 -3.508 0.800  0.25
H 1.028 -3.274 2.313  0.27
H -1.255 -1.709 2.013  0.20
C 1.561 3.150 0.690  -0.75
O 1.690 2.005 1.567  -0.26
H 2.482 3.637 0.383  0.33
H 0.886 3.020 -0.150  0.27
H 1.073 3.910 1.317  0.32
H 2.379 2.227 2.207  0.26
C -4.558 1.494 -1.001  -0.77
O -3.483 1.218 -0.071  -0.25
H -4.448 0.863 -1.882  0.26
H -5.525 1.297 -0.545  0.28
H -4.544 2.520 -1.370  0.32
H -2.726 0.821 -0.566  0.68

***

DFT (ωB97M-V with the def2-TZVPD basis set) results for the molecule C23H38N4O.

Output
**SMILES**: CC(C)=CCC[C@@H](C)CN1CCC(n2nccc2NC(=O)C2CCCC2)CC1
**ΔE to the lowest compared entry with this formula, charge and spin**: 0.2202 eV
**Strongest force on any atom**: 0.88 eV/A
**Frontier orbital gap**: 8.89 eV

Last column: Mulliken charge in e.
Positions of all 66 atoms, in Å:
C 2.693 -4.259 5.080  -1.60
C 2.057 -2.927 5.342  1.49
C 2.973 -1.922 5.979  -1.49
C 0.801 -2.624 5.034  -0.80
C -0.200 -3.532 4.385  -1.04
C 0.032 -3.773 2.885  -1.23
C -0.079 -2.551 1.964  1.26
C -1.393 -1.795 2.136  -1.65
C 1.102 -1.586 2.124  -1.53
N 1.101 -0.595 1.058  1.14
C 1.622 0.698 1.454  -0.93
C 1.279 1.732 0.383  -0.40
C 1.876 1.304 -0.961  -1.05
N 1.576 2.234 -2.023  1.27
N 2.590 2.898 -2.592  -1.44
C 2.059 3.656 -3.529  -0.44
C 0.670 3.498 -3.586  -0.92
C 0.393 2.574 -2.599  0.58
N -0.816 2.029 -2.189  0.28
C -2.009 2.147 -2.846  0.29
O -2.157 2.782 -3.862  -0.66
C -3.119 1.376 -2.135  0.40
C -2.779 -0.128 -2.028  -0.14
C -4.097 -0.842 -2.319  -0.84
C -4.727 0.035 -3.395  -0.67
C -4.452 1.455 -2.900  -0.91
C 1.462 -0.130 -1.306  0.27
C 1.785 -1.054 -0.135  -1.18
H 1.953 -5.038 4.927  0.31
H 3.331 -4.541 5.917  0.47
H 3.323 -4.206 4.191  0.30
H 3.863 -1.785 5.366  0.32
H 3.298 -2.272 6.958  0.42
H 2.482 -0.959 6.101  0.35
H 0.441 -1.632 5.276  0.34
H -1.202 -3.127 4.532  0.39
H -0.175 -4.510 4.876  0.44
H 1.021 -4.215 2.748  0.40
H -0.706 -4.509 2.555  0.44
H -0.053 -2.938 0.938  0.38
H -2.242 -2.460 1.995  0.40
H -1.457 -1.348 3.124  0.32
H -1.445 -0.996 1.401  0.20
H 1.007 -1.068 3.077  0.33
H 2.048 -2.150 2.148  0.20
H 1.155 0.990 2.398  0.50
H 2.717 0.673 1.605  0.38
H 0.193 1.814 0.323  0.16
H 1.677 2.709 0.665  0.35
H 2.969 1.338 -0.877  0.29
H 2.682 4.289 -4.129  0.46
H -0.033 3.969 -4.239  0.46
H -0.794 1.463 -1.354  -0.19
H -3.227 1.812 -1.137  0.37
H -2.048 -0.398 -2.795  0.27
H -2.373 -0.400 -1.053  -0.13
H -4.725 -0.846 -1.426  0.32
H -3.948 -1.872 -2.642  0.39
H -4.222 -0.133 -4.348  0.28
H -5.790 -0.159 -3.529  0.39
H -5.250 1.785 -2.236  0.33
H -4.371 2.166 -3.722  0.34
H 0.392 -0.191 -1.506  -0.30
H 1.993 -0.459 -2.200  0.37
H 1.448 -2.065 -0.369  0.53
H 2.880 -1.087 0.018  0.38

***

DFT (ωB97M-V with the def2-TZVPD basis set) results for the molecule C20H19ClN4O2S at a distorted geometry.

Output
**SMILES**: O=C(CN(Cc1ccccc1Cl)C(=O)c1csnn1)NCCc1ccccc1
**Strongest force on any atom**: 1.60 eV/A
**Frontier orbital gap**: 9.34 eV

Last column: Mulliken charge in e.
Positions of all 47 atoms, in Å:
O -1.400 -2.645 -1.989  -0.64
C -1.046 -2.728 -0.830  0.60
C 0.355 -3.224 -0.434  -1.16
N 1.194 -2.076 -0.126  0.20
C 1.956 -1.465 -1.204  -1.24
C 1.689 0.012 -1.351  -0.39
C 0.379 0.468 -1.444  0.19
C 0.095 1.817 -1.532  -0.71
C 1.127 2.740 -1.544  -0.55
C 2.439 2.309 -1.490  -0.67
C 2.711 0.954 -1.400  0.62
Cl 4.375 0.459 -1.339  -0.19
C 1.130 -1.575 1.122  0.82
O 0.434 -2.066 1.997  -0.74
C 1.956 -0.366 1.406  0.01
C 3.300 -0.313 1.688  -0.17
S 3.695 1.302 2.069  0.10
N 2.126 1.776 1.847  -0.61
N 1.359 0.838 1.527  0.06
N -1.787 -2.365 0.228  -0.02
C -3.042 -1.662 0.104  -0.82
C -2.940 -0.244 0.684  0.06
C -4.214 0.510 0.430  0.09
C -5.212 0.571 1.394  -0.35
C -6.397 1.238 1.140  -0.58
C -6.600 1.851 -0.084  -0.42
C -5.613 1.793 -1.053  -0.70
C -4.429 1.125 -0.797  -0.17
H 0.793 -3.785 -1.259  0.52
H 0.294 -3.855 0.456  0.47
H 1.662 -1.964 -2.130  0.39
H 3.026 -1.639 -1.043  0.49
H -0.420 -0.257 -1.453  0.61
H -0.929 2.151 -1.588  0.43
H 0.914 3.796 -1.599  0.41
H 3.253 3.017 -1.510  0.45
H 4.025 -1.099 1.692  0.44
H -1.359 -2.392 1.148  0.35
H -3.287 -1.624 -0.961  0.43
H -3.827 -2.219 0.625  0.25
H -2.100 0.274 0.218  -0.21
H -2.743 -0.310 1.756  0.51
H -5.057 0.095 2.352  0.36
H -7.164 1.280 1.900  0.38
H -7.525 2.373 -0.283  0.37
H -5.766 2.269 -2.010  0.39
H -3.661 1.080 -1.556  0.33